Entry from the Open Molecules 2025 dataset: a molecular structure, C4H20AlB3O2S in a non-equilibrium geometry (ωB97M-V/def2-TZVPD).

```
31
Properties=species:S:1:pos:R:3:forces:R:3:mulliken_spin:R:1
Al -11.54980 -6.45748 31.99006 0.071 1.759 1.141 0.2999
B -14.32957 -6.20032 33.32385 1.846 0.160 -0.236 0.1105
H -15.32777 -6.14925 33.73035 -3.987 0.284 1.351 0.0883
H -14.32739 -7.01158 32.61246 -0.185 -3.457 -3.480 0.0303
H -13.98191 -5.24933 32.95101 1.145 3.936 -1.715 0.0098
H -13.64602 -6.51121 34.09867 2.663 -1.176 3.378 -0.0043
B -9.49531 -6.62170 34.10308 -1.050 0.824 -0.774 0.1086
H -9.88965 -7.53778 33.69134 -1.469 -4.475 -1.925 0.0268
H -9.15266 -5.91241 33.36569 1.566 2.770 -3.210 0.0163
H -10.35088 -6.16020 34.57134 -3.411 1.901 2.042 -0.0044
H -8.71265 -6.77223 34.83041 3.067 -1.035 2.538 0.0662
B -10.85832 -3.78211 30.59035 0.277 -1.564 -0.028 0.0566
H -11.77932 -3.76972 31.15233 -4.364 -0.093 2.294 0.0346
H -10.90409 -4.46485 29.75607 -0.282 -2.377 -3.386 0.0092
H -10.73647 -2.75520 30.28239 0.677 4.001 -1.017 0.0593
H -10.10999 -4.15839 31.27054 3.511 -1.170 2.670 0.0026
C -10.33549 -5.77058 25.67964 -1.404 -0.526 -0.315 -0.0005
C -9.34638 -6.87375 26.13078 -0.918 -0.250 1.342 0.0004
C -10.23237 -7.95237 26.86068 -0.486 0.726 -0.483 -0.0014
S -11.67930 -7.05692 27.64424 1.315 3.503 1.010 0.0143
O -11.41808 -6.78899 29.06124 -0.194 -1.545 -0.661 0.0741
O -12.98376 -7.49251 27.23386 0.274 -0.877 -0.332 0.0003
C -11.30248 -5.39988 26.87496 2.230 -0.723 -0.064 0.0020
H -10.96036 -6.28098 24.94674 -0.214 -0.131 -0.291 0.0000
H -9.94223 -4.94723 25.08339 0.357 0.233 0.668 0.0003
H -8.60415 -6.59784 26.87982 -0.092 0.692 -0.045 0.0000
H -8.76301 -7.34526 25.33992 -0.373 0.086 -0.289 0.0000
H -9.63535 -8.47098 27.61082 -0.521 -0.160 0.035 0.0003
H -10.73757 -8.60157 26.14556 0.259 -0.281 0.080 0.0003
H -10.67748 -4.87809 27.59968 0.026 -0.344 0.490 0.0003
H -12.14350 -4.70946 26.81085 -0.335 -0.691 -0.788 -0.0009
```
Forces are in eV/Å.

Net charge = -1
HOMO-LUMO gap (alpha / beta) = 8.45 / 5.02 eV
2S+1 = 2
E_HOMO (alpha / beta) = -6.272 / -6.165 eV
Energy above the lowest of the compared OMol25 structures with the same formula, charge and spin = 0.000 eV
DFT total energy = -28018.75123 eV

Entry from the Open Molecules 2025 dataset: a molecular structure, C31H42BN6S8Ti (ωB97M-V/def2-TZVPD).

```
89
Properties=species:S:1:pos:R:3:forces:R:3:mulliken_charge:R:1
Ti -0.18274 1.88535 -2.85227 0.412 0.387 0.094 -0.9365
C 4.50327 -0.82571 -3.40195 -0.003 -0.006 -0.011 -1.9266
C 3.66410 -0.77227 -2.16842 -0.007 -0.020 0.028 0.4927
C 4.01277 -1.38881 -1.00986 0.001 0.022 -0.004 -0.4733
C 3.19697 -1.27048 0.14424 -0.014 0.034 -0.012 -0.3180
N 2.06467 -0.62283 0.10063 0.042 -0.020 0.000 -0.0934
N 1.69394 -0.03971 -1.05121 0.006 0.045 -0.023 0.3755
B 0.37963 0.78017 -0.99747 -0.084 -0.114 0.095 0.3804
N -0.89407 -0.07332 -0.67436 0.055 -0.014 -0.029 0.9208
N -0.77464 -1.35585 -0.37947 -0.002 -0.009 -0.014 -1.0005
C -1.86406 -2.04336 -0.11432 0.063 0.012 -0.009 -0.4099
C -3.12374 -1.41653 -0.10372 -0.016 0.014 0.019 -0.4114
C -3.24382 -0.08575 -0.40084 -0.019 0.026 0.043 -0.0503
C -4.55007 0.63661 -0.40901 -0.007 0.009 -0.007 -1.6536
C -2.05436 0.58961 -0.73960 -0.003 -0.025 -0.030 1.9816
S -2.01242 2.24163 -1.28033 -0.121 -0.138 0.049 -0.4820
C -1.66065 -3.50490 0.25675 -0.013 0.003 0.005 2.2253
C -0.49784 -4.09542 -0.54596 -0.008 -0.002 0.015 -1.5170
C -2.92113 -4.32926 -0.01100 -0.004 -0.021 -0.009 -2.0891
C -1.33741 -3.54232 1.75859 -0.012 0.010 0.006 -1.1839
N 0.49086 1.81215 0.19973 0.009 0.018 0.024 0.4860
N 0.05529 1.37142 1.37791 0.017 0.019 -0.009 0.0575
C 0.02700 2.19372 2.39643 -0.025 -0.012 -0.026 -0.3396
C 0.55444 3.49717 2.27770 -0.011 0.010 0.006 -0.5292
C 0.99146 3.95900 1.06943 -0.005 -0.019 -0.017 0.4265
C 1.50217 5.34771 0.86898 0.007 0.013 -0.002 -1.8410
C 0.87192 3.07273 -0.03270 -0.027 -0.028 0.025 0.6124
S 1.14086 3.59876 -1.65062 -0.017 -0.032 -0.102 -0.3584
C -0.67603 1.66916 3.64397 0.027 0.002 0.004 2.4938
C -0.03201 0.35692 4.09725 -0.007 -0.029 -0.026 -1.3132
C -2.14154 1.40873 3.26266 -0.011 0.007 0.002 -1.5122
C -0.62430 2.68100 4.78746 0.008 0.001 0.005 -2.3393
C 2.44578 -0.02833 -2.16002 0.000 0.022 -0.062 1.0244
S 1.98398 0.88528 -3.52337 -0.118 -0.082 0.072 -0.4738
C 3.57631 -1.90079 1.47871 -0.022 -0.013 -0.012 2.5068
C 5.06591 -2.24332 1.53589 0.012 -0.005 0.016 -2.2832
C 2.75351 -3.18417 1.64400 0.006 -0.015 -0.003 -1.3251
C 3.24244 -0.92521 2.60843 0.025 0.017 0.025 -1.6968
H 5.38975 -1.43430 -3.23682 0.000 -0.001 -0.003 0.3678
H 4.80915 0.17839 -3.69957 0.003 0.001 0.003 0.4045
H 3.93294 -1.24054 -4.23436 0.000 0.003 -0.002 0.3665
H 4.93545 -1.95009 -0.96184 -0.018 0.003 -0.005 0.3749
H -4.01054 -1.99061 0.12788 0.012 0.008 0.011 0.3761
H -5.35879 -0.01992 -0.09500 -0.005 -0.002 -0.003 0.4589
H -4.75910 1.02069 -1.40925 0.008 -0.002 0.017 0.1449
H -4.51254 1.49875 0.25933 -0.003 0.001 0.003 0.3293
H -0.71345 -4.07532 -1.61606 0.004 0.007 0.000 0.3671
H -0.34457 -5.13391 -0.24920 -0.006 0.003 0.000 0.4786
H 0.42468 -3.54513 -0.37442 0.022 0.011 0.006 0.1256
H -3.23148 -4.26243 -1.05570 -0.003 0.009 -0.001 0.4271
H -3.75711 -4.03020 0.62283 0.002 -0.009 0.001 0.3737
H -2.71515 -5.37712 0.20833 0.000 -0.001 -0.004 0.4530
H -0.48255 -2.90448 1.98624 0.015 -0.011 -0.004 -0.1356
H -1.10373 -4.56253 2.06681 -0.006 -0.001 0.002 0.4424
H -2.18709 -3.19439 2.35078 0.005 0.004 0.000 0.3507
H 0.58033 4.15131 3.13803 0.005 -0.005 -0.006 0.6006
H 1.54809 5.88222 1.81531 0.003 0.001 0.000 0.3846
H 0.85446 5.89367 0.18124 -0.001 0.001 0.004 0.3848
H 2.49593 5.33085 0.41942 0.000 0.002 -0.002 0.3726
H -0.09074 -0.39488 3.30950 0.019 0.000 -0.005 -0.0900
H -0.55419 -0.02136 4.97752 -0.002 -0.004 -0.006 0.5027
H 1.01622 0.50204 4.36186 0.021 0.002 0.008 0.3844
H -2.20292 0.66490 2.46614 0.004 -0.001 0.005 0.1250
H -2.62992 2.32412 2.92076 0.002 0.002 -0.002 0.3901
H -2.68748 1.03487 4.13023 -0.002 0.001 0.001 0.4788
H 0.40118 2.89113 5.09858 0.000 0.002 -0.005 0.4591
H -1.15102 2.27250 5.64986 0.003 -0.002 0.002 0.4098
H -1.11058 3.62224 4.52417 -0.007 0.000 0.003 0.4627
H 5.33958 -3.03076 0.83185 -0.004 -0.002 0.005 0.4428
H 5.30613 -2.61037 2.53397 0.002 0.005 0.000 0.4307
H 5.69127 -1.36887 1.34413 0.000 0.001 -0.003 0.4698
H 2.97175 -3.90070 0.84875 -0.002 0.001 -0.001 0.4082
H 1.68826 -2.95863 1.61811 -0.021 0.010 0.009 -0.0785
H 2.98734 -3.65679 2.59944 0.000 -0.003 -0.002 0.4900
H 3.82724 -0.00671 2.51709 0.001 -0.008 0.002 0.4244
H 3.47521 -1.38288 3.57134 -0.003 -0.002 -0.006 0.4880
H 2.18893 -0.66158 2.58907 -0.061 0.018 0.013 0.0888
C -4.58615 0.44403 -5.15783 -0.019 -0.022 0.005 -0.8462
S -4.24240 1.91146 -4.15364 0.006 -0.005 -0.066 -0.0180
C -2.67174 2.35240 -4.78937 -0.062 -0.015 0.025 0.5704
C -1.56846 1.56447 -4.79308 0.038 -0.042 0.044 -0.3865
S -1.30028 0.05963 -3.93154 -0.086 -0.058 -0.127 -0.3518
S -0.14428 2.30378 -5.55172 -0.004 0.008 -0.005 -0.0279
C -0.82735 3.91277 -5.82628 0.024 -0.060 -0.090 0.1115
S 0.03100 5.14276 -6.42145 -0.012 0.012 0.047 -0.1324
S -2.53533 3.94378 -5.48575 0.004 0.063 0.014 -0.0668
H -5.58431 0.12036 -4.86748 -0.005 0.001 -0.001 0.3982
H -3.87106 -0.34647 -4.94617 -0.008 0.005 -0.004 0.2495
H -4.58707 0.69913 -6.21426 0.000 0.002 0.002 0.3388
```
Forces are in eV/Å.

Net charge = +1
HOMO-LUMO gap = 7.14 eV
E_HOMO = -10.484 eV
DFT total energy = -152241.50812 eV